C27H31NO4P2RuS as an isolated structure in a non-equilibrium geometry, computed with ωB97M-V/def2-TZVPD.

Positions of all 67 atoms, in Å:
1 C 2.991 -3.494 0.063
2 C 2.827 -2.312 -0.662
3 C 2.189 -2.413 -1.896
4 C 1.959 -3.637 -2.559
5 C 2.168 -4.819 -1.819
6 C 2.640 -4.727 -0.512
7 C 1.619 -3.435 -3.937
8 C 0.672 -2.412 -4.274
9 C 0.927 -1.217 -3.568
10 C 0.361 0.012 -3.898
11 C -0.691 -0.003 -4.816
12 C -1.063 -1.204 -5.445
13 C -0.376 -2.394 -5.216
14 H 3.402 -3.444 1.073
15 H 1.941 -5.777 -2.290
16 H 2.759 -5.634 0.083
17 H 1.596 -4.328 -4.559
18 H -1.215 0.928 -5.036
19 H -1.905 -1.191 -6.140
20 H -0.629 -3.319 -5.736
21 N 2.077 -1.302 -2.757
22 Ru -0.037 0.345 0.032
23 C 3.309 -0.938 -0.237
24 H 3.499 -0.338 -1.138
25 H 4.221 -1.013 0.373
26 C 0.942 1.248 -3.236
27 H 1.965 1.015 -2.909
28 H 0.941 2.107 -3.923
29 P 2.042 0.028 0.696
30 P 0.060 1.723 -1.692
31 C -1.642 2.083 -2.240
32 H -2.081 2.828 -1.564
33 H -1.645 2.448 -3.275
34 H -2.227 1.157 -2.175
35 C 0.739 3.355 -1.277
36 H 0.878 3.937 -2.197
37 H 0.027 3.859 -0.609
38 H 1.697 3.228 -0.761
39 C 1.839 -0.893 2.254
40 H 2.631 -0.612 2.958
41 H 0.857 -0.626 2.670
42 H 1.872 -1.972 2.062
43 C 2.917 1.557 1.139
44 H 2.168 2.271 1.508
45 H 3.653 1.342 1.924
46 H 3.418 1.968 0.255
47 C -0.311 -1.234 -0.890
48 O -0.637 -2.253 -1.371
49 H 2.556 -1.945 -3.579
50 C -3.159 1.297 7.258
51 C -2.791 1.512 5.819
52 C -2.858 2.791 5.257
53 C -2.550 2.995 3.915
54 C -2.176 1.902 3.123
55 C -2.109 0.615 3.668
56 C -2.408 0.433 5.015
57 S -1.808 2.153 1.405
58 O -2.414 1.012 0.674
59 O -2.185 3.487 1.007
60 O -0.273 1.943 1.352
61 H -2.877 2.164 7.865
62 H -4.241 1.152 7.377
63 H -2.662 0.409 7.658
64 H -3.155 3.635 5.881
65 H -2.600 3.985 3.467
66 H -1.833 -0.229 3.039
67 H -2.349 -0.565 5.453

Forces on the atoms, in the same order (eV/Å):
C -0.04 -0.02 -0.21
C -0.50 0.31 -0.21
C 0.40 -0.67 0.48
C 0.54 0.38 1.19
C -0.02 0.08 -0.34
C -0.11 -0.07 0.12
C -2.04 -2.57 -0.36
C -0.37 1.23 -0.08
C -0.58 0.29 -0.72
C 0.08 -0.31 0.59
C 0.10 -0.18 0.03
C -0.13 0.01 0.04
C 0.27 -0.19 0.04
H 0.03 -0.18 -0.30
H 0.19 0.16 0.29
H 0.00 0.24 -0.22
H 0.17 0.07 -0.07
H 0.11 -0.28 -0.14
H 0.29 -0.04 0.17
H -0.04 0.36 -0.01
N 2.28 -0.63 -2.11
Ru -1.05 -1.93 -0.46
C -0.23 -0.17 0.26
H 0.15 -0.23 0.26
H -0.17 0.06 -0.13
C -0.27 -0.13 0.03
H -0.16 0.17 -0.32
H 0.01 -0.17 0.19
P 2.29 -0.51 0.51
P -0.14 1.64 -2.18
C -0.19 -0.01 -0.12
H 0.06 -0.22 -0.24
H -0.06 0.08 0.23
H 0.07 0.29 -0.08
C 0.03 0.22 -0.23
H 0.00 0.06 0.28
H 0.29 -0.08 -0.16
H -0.21 0.15 -0.15
C 0.16 0.11 0.44
H -0.11 -0.17 0.02
H 0.34 -0.16 0.04
H -0.12 0.26 0.01
C 0.18 -0.06 0.39
H 0.30 -0.12 -0.07
H 0.02 0.25 -0.19
H -0.09 -0.07 0.21
C -2.30 -3.46 -0.67
O 1.01 2.19 0.79
H 0.44 2.72 1.62
C -0.02 -0.04 0.24
C -0.33 0.52 0.43
C -0.30 -0.94 2.00
C 0.52 -0.27 -1.78
C -0.07 -0.17 -0.38
C 0.40 1.07 -2.41
C -0.45 0.06 1.94
S 1.43 -1.11 -1.42
O 0.36 1.41 1.33
O -0.07 -0.46 0.66
O -2.43 1.17 1.41
H -0.03 -0.19 -0.07
H 0.21 0.02 -0.10
H -0.08 0.17 0.00
H 0.08 -0.23 -0.17
H -0.01 -0.13 -0.03
H -0.07 0.17 0.01
H -0.01 0.24 -0.10

Computed properties:
maximum force	4.2	eV/A
HOMO energy (alpha / beta)	-7.9 / -10.5	eV
spin multiplicity	6
orbital gap (alpha / beta)	4.034 / 2.183	eV
total charge	+1
ΔE to the lowest compared entry with this formula, charge and spin	306.4	kJ/mol
⟨S²⟩	8.821

Löwdin atomic charge list, values in e, 2 entries: -0.038, -0.224

A 6-piece molecular cluster, H12O6 overall, computed with ωB97M-V/def2-TZVPD.

Positions of all 18 atoms, in Å:
1 O -0.135 17.177 -18.088
2 H 0.270 17.045 -18.959
3 H -0.758 16.450 -17.994
4 O 1.312 16.512 -20.600
5 H 2.079 16.493 -20.010
6 H 1.275 15.628 -20.983
7 O -0.866 22.037 -22.784
8 H -0.949 21.123 -23.137
9 H -1.652 22.175 -22.246
10 O 1.411 19.302 -21.408
11 H 0.495 19.427 -21.683
12 H 1.487 18.354 -21.220
13 O 3.124 20.651 -23.896
14 H 3.303 20.049 -24.626
15 H 3.237 20.117 -23.098
16 O -0.541 19.467 -23.658
17 H -1.222 18.783 -23.631
18 H -0.030 19.277 -24.454

Forces on the atoms, in the same order (eV/Å):
O 0.08 -0.09 -0.11
H -0.25 0.02 0.12
H 0.03 0.06 0.00
O 0.29 -0.21 0.22
H -0.08 -0.02 -0.11
H -0.04 0.10 -0.01
O -0.30 -0.46 -0.11
H 0.19 0.75 0.24
H 0.08 0.03 -0.04
O 0.22 -0.30 0.16
H 0.22 0.12 -0.16
H -0.19 0.29 -0.12
O 0.11 -0.17 -0.09
H 0.06 0.05 0.07
H -0.29 0.11 0.00
O -0.30 -0.61 -0.18
H 0.04 0.11 -0.04
H 0.11 0.19 0.15

Computed properties:
maximum force	0.8	eV/A
HOMO energy	-10.5	eV
orbital gap	10.433	eV
ΔE to the lowest compared entry with this formula, charge and spin	136.3	kJ/mol

Löwdin atomic charge list, values in e, 2 entries: -0.066, -0.014

What is the maximum force in the second record? 0.8 eV/A

Which formula does entry 1 have? C27H31NO4P2RuS